{"formula": "C24H49Cl6F3N6O8", "method": "ωB97M-V/def2-TZVPD", "smiles": "CCOC(=O)C(F)(F)F.ClC(Cl)Cl.ClC(Cl)Cl.CN(C)C=O.CN(C)C=O.CN(C)C=O.CN(C)C=O.CN(C)C=O.CN(C)C=O", "de_lowest_kcal_mol": 55.46, "e_tot_ev": -134286.401, "homo_energy_ev": -9.214, "species": ["C", "N", "H", "H", "C", "H", "N", "C", "H", "Cl", "H", "H", "Cl", "H", "H", "H", "H", "H", "Cl", "O", "H", "C", "C", "H", "H", "H", "C", "N", "H", "H", "H", "N", "C", "Cl", "H", "H", "H", "C", "O", "C", "Cl", "O", "F", "H", "H", "H", "C", "H", "C", "O", "H", "C", "C", "C", "C", "H", "N", "H", "C", "O", "C", "Cl", "F", "C", "H", "H", "H", "H", "H", "H", "H", "O", "H", "H", "H", "H", "H", "H", "C", "C", "C", "H", "H", "N", "O", "H", "H", "H", "H", "O", "C", "H", "C", "H", "F", "C"], "coordinates": [[-2.616, -8.222, -5.692], [-3.196, -6.856, -5.834], [-2.541, 2.819, 7.132], [-2.115, -8.413, -4.743], [0.924, 1.200, -7.107], [-1.563, 1.873, 8.229], [1.193, -0.080, -7.852], [6.312, -2.239, -1.715], [1.428, 1.998, -7.651], [3.612, 5.514, 8.235], [-0.131, 1.399, -7.290], [1.360, -5.782, 4.795], [4.972, 4.128, -3.401], [-4.753, -7.244, -7.279], [7.621, -1.864, -4.390], [0.988, -0.105, 0.993], [-0.687, -1.187, -7.462], [0.767, -1.845, -6.692], [5.198, 4.339, 6.216], [2.591, -1.230, -9.254], [-3.139, -7.034, -7.909], [0.139, -10.308, 1.551], [-0.098, -9.521, 2.899], [-0.009, -7.897, 4.763], [1.716, -8.111, 4.808], [2.139, -6.318, 3.208], [-1.892, 5.118, 8.351], [-0.436, 1.350, 0.824], [-4.138, -5.729, -7.525], [4.957, -2.280, -4.771], [-3.173, -9.102, -6.013], [-5.862, 9.604, 1.920], [2.234, -0.175, -8.723], [5.172, 5.399, -0.805], [-4.073, 8.460, 2.144], [-6.390, 11.369, 0.882], [-0.731, 3.445, 0.490], [3.763, 5.344, 6.410], [-2.330, 5.372, 7.229], [0.897, -7.792, 4.165], [3.985, 6.972, 5.817], [-6.896, 10.532, 3.737], [0.395, -11.611, 1.796], [5.619, -2.986, -1.330], [8.076, -3.230, -3.513], [-3.965, 9.681, 0.824], [-4.627, 9.039, 1.405], [-5.293, 9.250, 3.843], [1.267, -6.338, 3.862], [3.973, -1.643, -3.003], [-1.440, 5.866, 9.021], [-3.823, -6.695, -7.130], [-0.905, 2.683, 1.250], [-1.662, 3.625, 10.294], [-3.229, -5.901, -4.899], [-3.812, -4.984, -5.075], [6.065, -2.382, -3.148], [-0.498, 3.054, 2.190], [-2.360, 2.615, 8.187], [-2.805, -6.066, -3.712], [-1.268, 0.596, -0.232], [2.998, 6.209, -2.613], [-1.054, -10.465, 0.852], [-6.747, 10.351, 1.040], [0.480, -5.948, 3.216], [-1.978, 2.569, 1.402], [-4.998, 8.302, 0.692], [-7.804, 10.342, 1.306], [-1.897, -8.159, -6.509], [1.075, 1.334, -6.036], [-0.928, 1.158, -1.102], [0.794, -8.540, 2.989], [-6.785, 9.891, 0.052], [2.885, 4.907, 5.935], [0.545, -2.042, -8.335], [5.284, 6.482, -2.844], [2.846, 0.738, -8.767], [6.965, -3.501, -4.772], [0.394, -1.295, -7.555], [-6.056, 9.801, 3.270], [0.618, 0.825, 1.454], [-0.890, 4.337, 10.586], [-2.584, 3.636, 10.876], [-2.030, 3.840, 8.910], [-0.992, -9.797, 3.714], [7.329, -2.570, -1.503], [-0.946, -0.439, -0.346], [-2.343, 0.643, -0.057], [-3.280, 2.246, 8.642], [1.255, 1.333, 2.343], [7.200, -2.784, -3.984], [6.228, -1.277, -1.209], [4.650, 5.661, -2.510], [-1.144, 2.676, 10.428], [1.080, -9.868, 0.809], [4.920, -2.070, -3.690]], "forces_ev_per_a": [[1.328, 1.137, -0.788], [-1.237, -0.635, -0.711], [-0.112, 0.233, 0.143], [-0.257, 0.430, -0.094], [-0.900, -0.378, -1.928], [0.063, 0.059, 0.342], [-0.697, 0.258, 1.204], [-0.100, -1.311, 0.071], [0.273, -0.058, 0.184], [-0.678, -0.297, -0.820], [-0.173, 0.109, 0.200], [0.158, 0.059, -0.282], [-0.303, 0.974, 0.148], [0.047, -0.626, 0.507], [0.055, -0.077, -0.620], [-0.369, -0.361, 0.027], [0.142, 0.772, 0.058], [0.032, 0.452, 0.457], [-0.180, -0.065, -0.649], [-0.575, 1.450, 0.187], [0.152, -0.265, 0.020], [-3.216, -2.662, 0.671], [-2.142, -0.373, 1.774], [-0.110, 0.167, -0.214], [0.058, -0.950, -0.259], [0.377, 0.102, 0.514], [-1.652, -2.055, -1.353], [-1.621, -0.074, 0.057], [0.513, 0.700, 1.073], [-0.721, 0.254, -0.113], [-1.145, 0.533, 0.432], [-0.451, 0.857, 1.161], [0.730, -1.762, 0.699], [-0.360, 0.126, -0.394], [-0.094, 0.410, 0.245], [-0.161, 0.180, 0.199], [0.046, -0.094, -0.176], [0.610, 0.336, 1.586], [0.977, 0.092, 1.270], [0.365, 1.441, 1.973], [0.033, 0.096, -0.537], [-0.223, -0.260, 0.253], [0.844, 0.079, 0.998], [0.040, 0.394, 1.001], [-0.586, -0.122, 0.928], [-0.085, 0.560, 0.432], [-1.103, -1.223, -0.851], [-0.159, -0.034, 0.346], [-1.083, -0.820, -1.158], [0.906, -0.494, -1.605], [-0.011, -0.164, 0.009], [-0.310, -0.033, -1.331], [-0.873, -0.595, -0.270], [0.295, -0.022, -0.310], [0.387, -1.016, 4.674], [0.347, -0.139, -0.838], [3.320, -0.450, 0.707], [0.385, -0.588, -0.163], [-0.574, 0.960, -0.365], [-0.648, 0.425, -3.237], [2.188, 1.633, 0.801], [-0.163, -0.205, -0.059], [1.035, 1.640, 0.399], [0.140, -0.277, -1.085], [-0.187, 0.499, 0.309], [-0.161, 0.362, -0.050], [0.457, -0.310, -0.314], [0.336, 0.125, 0.804], [0.824, -0.504, 0.295], [0.563, -0.919, -0.014], [-0.890, -0.398, -0.626], [0.134, -0.997, -1.015], [0.488, -0.238, -0.112], [0.196, -0.082, 0.412], [0.118, 0.439, -0.395], [-0.069, -0.502, -0.378], [-0.263, 0.137, -0.313], [-0.483, 0.310, -0.084], [0.769, -0.508, -0.313], [0.856, 0.210, -1.068], [0.799, -0.821, -0.857], [-0.507, 0.436, 0.336], [0.350, 0.120, 0.592], [1.458, 1.093, -0.338], [2.794, 0.602, -2.619], [-0.083, -0.160, -0.160], [0.118, 0.142, 0.326], [0.210, 0.224, 0.158], [0.014, -0.480, -0.185], [0.187, 0.571, 0.785], [0.524, 0.762, -0.560], [-0.603, 0.190, -0.666], [0.887, -0.401, 0.682], [-0.283, -0.269, -0.160], [0.972, 1.213, -1.097], [-2.299, 0.724, 1.084]]}